This record from OMol25 describes a molecular structure, C40H68Br2Cl36F3NO3PS in a non-equilibrium geometry. The level of theory is ωB97M-V/def2-TZVPD.

Its energy relative to the best compared isomer or geometry (same formula, charge and spin) is 1060.0 kJ/mol. For the LUMO energy, the calculation gives -3.743 eV. As for the total charge: +1. Its HOMO energy is -9.1984 eV.

The geometry in XYZ format:
```
155
C40H68Br2Cl36F3NO3PS (ωB97M-V/def2-TZVPD)
C 0.45 5.88 -0.08
C -0.59 4.90 0.70
O -1.53 4.46 -0.31
P -2.10 2.87 0.01
O -0.94 1.89 0.25
C -3.34 2.95 1.44
C -2.68 2.75 2.88
C -2.18 1.26 3.19
C -0.83 1.17 4.08
C -0.75 -0.46 4.04
C 0.19 -0.79 5.31
C 1.17 -2.03 5.06
C 2.00 -1.96 3.71
C 2.58 -3.30 3.16
C 3.42 -3.26 1.85
C 3.67 -1.97 1.02
C 3.09 -0.63 1.57
C 2.30 -0.68 2.89
C -2.31 -0.70 4.33
S -2.74 -2.26 5.23
N -3.10 0.28 3.87
C -4.59 0.31 4.04
C -5.38 0.14 2.66
C -6.69 1.04 2.51
F -7.72 0.51 3.37
Br -6.46 2.94 3.00
C -7.27 1.02 0.96
F -8.55 0.42 0.96
F -6.40 0.36 0.06
Br -7.37 2.92 0.30
O -3.04 2.46 -1.37
C -2.18 2.22 -2.52
C -2.96 1.10 -3.42
H 1.08 6.46 0.69
H 1.21 5.26 -0.69
H -0.13 6.57 -0.79
H -1.07 5.49 1.56
H 0.04 4.08 1.16
H -3.81 4.01 1.39
H -4.18 2.23 1.18
H -3.46 3.11 3.66
H -1.81 3.50 2.96
H -1.87 0.67 2.25
H 0.11 1.66 3.67
H -1.10 1.53 5.15
H -0.48 -0.94 3.03
H 0.80 0.17 5.54
H -0.40 -1.00 6.28
H 1.94 -2.02 5.93
H 0.57 -2.99 5.19
H 2.39 -4.26 3.73
H 3.87 -4.22 1.45
H 4.27 -2.00 0.06
H 3.26 0.35 1.01
H 1.88 0.31 3.31
H -2.97 -3.17 4.17
H -4.90 -0.58 4.71
H -4.84 1.25 4.63
H -5.75 -0.96 2.63
H -4.63 0.24 1.81
H -2.08 3.15 -3.21
H -1.17 1.77 -2.29
H -3.46 0.41 -2.64
H -2.25 0.45 -4.03
H -3.82 1.55 -4.02
C 0.85 8.85 -2.47
Cl 2.16 7.72 -2.86
Cl 0.47 8.81 -0.74
H 1.16 9.86 -2.74
H -0.04 8.57 -3.03
C 2.49 -3.26 -2.60
Cl 2.43 -2.38 -1.06
Cl 4.01 -2.94 -3.45
H 2.42 -4.33 -2.40
H 1.66 -2.94 -3.23
C 0.48 -5.01 0.43
Cl 0.97 -3.72 1.54
Cl -0.56 -6.20 1.23
H -0.06 -4.57 -0.41
H 1.38 -5.52 0.06
C 1.24 -9.72 0.57
Cl 1.63 -9.00 -1.00
Cl 2.42 -9.22 1.79
H 0.25 -9.38 0.88
H 1.26 -10.80 0.48
C 6.77 -1.58 3.93
Cl 5.33 -2.52 3.49
Cl 6.62 0.10 3.39
H 6.89 -1.60 5.01
H 7.64 -2.03 3.45
C -1.60 3.82 -6.29
Cl -1.59 4.91 -4.91
Cl -0.97 2.23 -5.85
H -2.62 3.71 -6.65
H -0.98 4.24 -7.09
C 4.74 -1.05 7.02
Cl 3.68 0.08 6.16
Cl 3.93 -2.60 7.31
H 5.63 -1.23 6.41
H 5.03 -0.61 7.97
C 1.35 -2.15 -6.33
Cl 1.79 -0.85 -5.21
Cl 0.31 -3.35 -5.55
H 0.81 -1.72 -7.18
H 2.26 -2.64 -6.68
C -4.42 -6.42 -0.52
Cl -4.45 -5.56 1.03
Cl -2.92 -6.12 -1.39
H -4.51 -7.49 -0.32
H -5.26 -6.08 -1.12
C -4.54 7.27 -3.48
Cl -3.04 7.34 -2.54
Cl -5.52 8.73 -3.22
H -4.30 7.19 -4.53
H -5.11 6.40 -3.16
C 5.28 -2.84 -7.89
Cl 5.19 -1.40 -6.86
Cl 3.89 -3.90 -7.63
H 5.31 -2.53 -8.93
H 6.20 -3.39 -7.64
C 2.40 -5.69 9.26
Cl 1.31 -4.54 8.49
Cl 3.61 -4.87 10.26
H 1.82 -6.36 9.90
H 2.92 -6.27 8.49
C -3.52 5.92 -9.02
Cl -2.23 4.80 -9.46
Cl -3.89 5.85 -7.29
H -3.20 6.94 -9.26
H -4.42 5.67 -9.58
C -7.93 -4.32 -1.11
Cl -6.35 -3.73 -1.65
Cl -8.21 -5.97 -1.66
H -7.96 -4.30 -0.02
H -8.71 -3.67 -1.51
C 3.44 -0.97 -11.31
Cl 4.71 -2.10 -11.79
Cl 3.10 -1.08 -9.58
H 3.77 0.05 -11.55
H 2.53 -1.20 -11.87
C 5.25 -9.20 -1.40
Cl 5.63 -8.48 -2.97
Cl 6.43 -8.70 -0.17
H 4.26 -8.87 -1.09
H 5.27 -10.28 -1.49
C 0.69 13.34 -3.02
Cl 2.27 13.96 -3.53
Cl 0.49 11.65 -3.50
H 0.61 13.42 -1.94
H -0.09 13.94 -3.50
C 7.75 1.24 8.70
Cl 6.69 2.36 7.83
Cl 6.94 -0.31 8.99
H 8.64 1.06 8.09
H 8.03 1.68 9.65
```

Atom charges from the Mulliken analysis, given in e for atoms 1 to 4: number 1, C, carries -0.588; number 2, C, carries -0.184; number 3, O, carries -0.174; number 4, P, carries 0.814